ORCA calculation (wB97M-V/def2-TZVPD) on a 2-piece molecular cluster, C8H7OPS2 overall.

```
19
Properties=species:S:1:pos:R:3:forces:R:3
C -2.0019 -0.4695 0.8347 -0.5 -0.5 0.4
C -0.3508 -1.1046 2.5137 0.2 0.1 0.0
C -0.9805 -0.0748 -0.0042 1.0 0.3 -0.3
C 0.6419 -0.7462 1.6526 -0.1 -0.1 0.3
C -1.7186 -0.9612 2.1380 0.3 0.4 -0.6
C 0.3477 -0.2250 0.3769 -0.6 0.2 -0.4
C -2.7226 -1.3371 2.9647 -0.9 -1.1 0.5
C 1.1962 0.5338 -1.7069 -0.1 0.0 -0.2
O 1.4202 0.0970 -0.3872 0.0 -0.2 0.4
P -2.3996 -4.1942 1.0896 0.0 0.8 -0.2
S -3.8600 -1.5501 3.9966 0.5 0.3 -0.4
S -2.2807 -3.0295 -0.4372 0.0 -0.3 0.6
H -3.0304 -0.3307 0.5432 0.0 0.1 0.0
H -0.1215 -1.4942 3.4944 0.1 0.0 0.0
H -1.2416 0.3183 -0.9732 0.0 0.0 -0.1
H 1.6794 -0.8536 1.9279 0.1 0.0 0.1
H 2.1796 0.6315 -2.1589 0.0 0.0 0.0
H 0.6903 1.5017 -1.7261 0.0 0.0 0.0
H 0.6106 -0.1963 -2.2730 0.0 0.0 0.0
```
Forces are in eV/Å.

E_tot in eV: -41412.3810
Net charge: 0
HOMO-LUMO gap (alpha / beta) in eV: 4.61 / 4.49
Energy above the lowest of the compared OMol25 structures with the same formula, charge and spin in kJ/mol: 116.1
Lowest unoccupied orbital energy (alpha / beta) in eV: -1.2 / -1.3